No. 1
{"formula": "C4H4N5O2", "method": "ωB97M-V/def2-TZVPD", "elements": ["C", "C", "C", "C", "N", "N", "N", "N", "N", "O", "O", "H", "H", "H", "H"], "xyz": [[-1.32648, 0.67307, 1.45381], [-2.36494, 0.52699, 0.43886], [1.38555, 1.97115, -0.04346], [0.98710, -0.21590, -0.54312], [-4.28977, 0.68771, -0.38983], [-0.08559, 1.00485, 1.45878], [-3.65172, 0.58768, 0.69794], [0.66927, 0.97942, 0.25229], [-2.15111, 0.68808, -0.90423], [2.13565, 2.79556, -0.29994], [-3.34922, 0.66005, -1.36460], [-1.66103, 0.77389, 2.42049], [1.86249, -0.16493, -1.13559], [1.12882, -1.06239, 0.25180], [0.20920, -0.52895, -1.22827]], "mulliken_charge": [-0.11, 0.56, 0.62, -0.88, -0.09, -0.63, -0.21, 0.38, -0.10, -0.17, 0.01, 0.52, 0.45, 0.33, 0.32], "molar_mass_g_mol": 154.11, "e_lumo_ev": -5.594, "orbital_gap_ev": 9.97, "total_charge": 1, "homo_ev": -15.6, "total_energy_ev": -15744.79923, "relative_energy_kcal_mol": 0.0}

***

No. 2
{"formula": "C23H23NO3RhS2Si", "method": "ωB97M-V/def2-TZVPD", "elements": ["Rh", "S", "C", "N", "C", "C", "C", "C", "C", "C", "S", "H", "H", "H", "H", "O", "O", "C", "C", "C", "C", "Si", "O", "C", "C", "C", "C", "C", "C", "C", "C", "C", "C", "C", "C", "H", "H", "H", "H", "H", "H", "H", "H", "H", "H", "H", "H", "H", "H", "H", "H", "H", "H", "H"], "xyz": [[-0.07406, -0.32056, 0.25777], [2.13552, -0.63244, 0.57368], [1.68887, -0.40625, 2.25304], [0.40829, -0.25407, 2.44177], [0.12704, 0.02822, 3.77575], [-1.13972, 0.27355, 4.30861], [-1.23211, 0.53397, 5.65624], [-0.08758, 0.54952, 6.46996], [1.16474, 0.31042, 5.95354], [1.25929, 0.05008, 4.58247], [2.67568, -0.26706, 3.63388], [-2.00620, 0.26291, 3.66066], [-2.19808, 0.73348, 6.10014], [-0.19435, 0.75662, 7.52615], [2.03850, 0.32840, 6.58970], [0.13979, 1.39032, -0.80287], [1.22111, 1.81259, -1.17082], [-4.00632, 2.14337, -0.56388], [-3.88288, 1.26506, -1.77138], [-2.69134, 1.50204, -2.64736], [-5.15551, 0.96128, -2.49568], [-3.27701, -0.74868, -0.72634], [-2.05592, -0.26975, 0.15477], [-2.89689, -1.75226, -2.18768], [-1.56273, -1.86278, -2.59852], [-1.21447, -2.66913, -3.67189], [-2.19833, -3.36835, -4.35472], [-3.52826, -3.26774, -3.96618], [-3.87610, -2.46685, -2.88943], [-4.76173, -1.16287, 0.25003], [-6.03640, -1.47784, -0.24910], [-7.05818, -1.86885, 0.59814], [-6.83022, -1.95650, 1.96684], [-5.58164, -1.65413, 2.48322], [-4.55769, -1.25755, 1.63433], [-4.23704, 3.14401, -0.95898], [-3.08197, 2.20584, 0.00751], [-4.82631, 1.84321, 0.08700], [-2.82398, 2.51951, -3.04486], [-2.64914, 0.81061, -3.48587], [-1.74937, 1.49383, -2.10198], [-5.40864, 1.88823, -3.03335], [-5.98117, 0.74276, -1.82622], [-5.04108, 0.18032, -3.24623], [-0.78216, -1.30854, -2.08587], [-0.17845, -2.74730, -3.97334], [-1.92877, -3.99797, -5.19245], [-4.29250, -3.81938, -4.49704], [-4.91331, -2.42411, -2.59423], [-6.25162, -1.42433, -1.30578], [-8.03271, -2.10715, 0.19340], [-7.63033, -2.26322, 2.62776], [-5.40460, -1.72826, 3.54798], [-3.58305, -1.02302, 2.04484]], "mulliken_charge": [0.70, -0.22, 0.80, -0.38, -0.34, -0.21, -0.65, -0.46, -0.56, 0.77, -0.20, 0.40, 0.41, 0.38, 0.40, -0.02, -0.24, -1.51, 1.51, -1.31, -1.52, -0.05, -0.38, 1.24, -0.17, -0.82, -0.50, -0.81, -0.28, 1.04, -0.35, -0.96, -0.46, -0.60, -0.37, 0.48, 0.28, 0.35, 0.54, 0.36, 0.11, 0.48, 0.35, 0.35, 0.16, 0.43, 0.39, 0.43, 0.21, 0.23, 0.42, 0.40, 0.43, 0.33], "molar_mass_g_mol": 556.57, "e_lumo_ev": [-3.858, -5.346], "orbital_gap_ev": [7.36, 5.87], "total_charge": 1, "homo_ev": [-11.2, -11.2], "total_energy_ev": -64403.11674, "multiplicity": 5}

***

No. 3
{"formula": "C4H8O", "method": "ωB97M-V/def2-TZVPD", "elements": ["C", "C", "C", "C", "O", "H", "H", "H", "H", "H", "H", "H", "H"], "xyz": [[1.56948, -0.68890, -0.39619], [0.75548, 0.50422, 0.10158], [-0.62170, 0.60441, -0.49273], [-1.84602, 0.06802, 0.49132], [-1.54014, 1.39371, 0.22166], [2.58209, -0.68553, 0.02246], [1.09948, -1.63831, -0.11392], [1.65633, -0.67310, -1.48776], [1.26300, 1.44217, -0.16493], [0.67702, 0.50513, 1.20079], [-1.21253, -0.22912, -0.96358], [-2.86203, -0.22206, 0.16250], [-1.52045, -0.38064, 1.41879]], "mulliken_charge": [-1.16, -0.29, -0.08, -0.54, -0.32, 0.34, 0.30, 0.31, 0.25, 0.31, 0.31, 0.33, 0.24], "molar_mass_g_mol": 72.11, "e_lumo_ev": 1.137, "orbital_gap_ev": 9.83, "total_charge": 0, "homo_ev": -8.7, "total_energy_ev": -6321.64770, "relative_energy_kcal_mol": 81.2, "smiles": "CC[C@H]1CO1"}